# 1
Molecular formula: C19H33BrGaN5O3P2Se
Method: DFT, ωB97M-V/def2-TZVPD

Each line ends with the Löwdin charge.
Cartesian coordinates (Å):
Ga1 1.27 -0.98 -0.01  0.16
C1 -3.06 -1.80 0.98  -0.05
N1 -2.63 -0.49 1.50  -0.27
C2 -2.74 -0.38 2.97  -0.04
P1 -1.45 0.36 0.81  0.54
O1 -0.02 -0.15 1.01  -0.21
O2 -1.81 0.22 -0.75  -0.23
P2 -0.75 0.10 -1.98  0.54
O3 0.24 -1.00 -1.63  -0.26
N2 -1.55 -0.32 -3.30  -0.28
C3 -1.67 -1.72 -3.75  -0.04
C4 -2.53 0.59 -3.91  -0.04
N3 -0.02 1.55 -2.01  -0.27
C5 1.18 1.65 -2.87  -0.05
C6 -0.75 2.83 -1.92  -0.07
N4 -1.49 1.90 1.27  -0.28
C7 -2.78 2.61 1.23  -0.06
C8 -0.51 2.49 2.18  -0.05
H1 -4.08 -1.98 1.31  0.10
H2 -2.43 -2.61 1.36  0.09
H3 -3.06 -1.80 -0.10  0.08
H4 -3.75 -0.68 3.26  0.10
H5 -2.59 0.65 3.29  0.07
H6 -2.02 -1.02 3.48  0.10
H7 -0.91 -2.34 -3.27  0.07
H8 -1.51 -1.76 -4.82  0.10
H9 -2.66 -2.11 -3.52  0.10
H10 -2.34 1.62 -3.61  0.07
H11 -3.54 0.32 -3.62  0.10
H12 -2.44 0.53 -4.99  0.10
H13 1.72 0.70 -2.89  0.06
H14 1.84 2.40 -2.45  0.10
H15 0.91 1.94 -3.89  0.10
H16 -1.71 2.70 -1.42  0.07
H17 -0.91 3.24 -2.91  0.10
H18 -0.15 3.53 -1.34  0.10
H19 -3.47 2.14 0.52  0.09
H20 -2.60 3.64 0.91  0.10
H21 -3.25 2.62 2.21  0.09
H22 0.41 1.91 2.19  0.07
H23 -0.92 2.54 3.19  0.10
H24 -0.28 3.50 1.84  0.10
Se1 3.46 -0.65 -0.53  0.91
C9 3.90 0.82 0.63  -0.60
C10 5.16 0.81 1.20  -0.12
C11 5.56 1.88 1.99  -0.05
C12 4.71 2.95 2.21  -0.06
C13 3.44 2.95 1.63  -0.07
C14 3.04 1.89 0.83  -0.15
H25 5.83 -0.03 1.05  0.11
H26 6.55 1.87 2.44  0.12
H27 5.02 3.78 2.82  0.12
H28 2.77 3.78 1.80  0.11
H29 2.06 1.91 0.36  0.07
Br1 -1.44 -5.97 -0.58  0.86
C15 -0.08 -4.99 0.23  -0.66
C16 0.81 -5.57 1.13  -0.04
C17 1.80 -4.79 1.70  0.00
C18 1.87 -3.45 1.36  -0.08
N5 1.01 -2.89 0.49  0.00
C19 0.05 -3.65 -0.07  -0.14
H30 0.73 -6.62 1.37  0.13
H31 2.51 -5.20 2.40  0.13
H32 2.64 -2.81 1.76  0.12
H33 -0.61 -3.17 -0.77  0.10

Its orbital gap is 7.800 eV. Its highest occupied orbital energy is -13.484 eV. The calculation puts the energy above the lowest of the compared OMol25 structures with the same formula, charge and spin at 3.2 kcal per mole. Its net charge is +2. As for the LUMO energy: -5.68 eV.

=====

# 2
Molecular formula: C19H33GeInN6OPSSe
Method: DFT, ωB97M-V/def2-TZVPD

Each line ends with the Löwdin charge.
Cartesian coordinates (Å):
In1 1.35 0.86 1.01  0.52
N1 2.40 4.44 -1.20  0.09
C1 2.36 3.23 -0.60  -0.81
S1 1.49 3.25 0.96  0.67
N2 2.93 2.23 -1.20  0.02
N3 2.81 1.01 -0.57  -0.13
C2 3.60 0.05 -0.88  -0.03
C3 3.63 -1.21 -0.17  -0.15
C4 4.19 -2.31 -0.85  -0.04
C5 4.34 -3.54 -0.25  -0.08
C6 3.98 -3.67 1.10  -0.06
C7 3.46 -2.61 1.80  -0.03
C8 3.24 -1.36 1.19  -0.37
O1 2.71 -0.39 1.93  -0.22
H1 2.17 5.26 -0.67  0.09
H2 3.04 4.54 -1.97  0.12
H3 4.29 0.22 -1.71  0.15
H4 4.50 -2.17 -1.88  0.12
H5 4.76 -4.37 -0.79  0.11
H6 4.13 -4.62 1.60  0.11
H7 3.22 -2.70 2.85  0.12
C9 -0.55 -4.09 1.67  -0.16
N4 -0.75 -3.57 0.32  -0.14
C10 -2.17 -3.23 0.14  -0.16
N5 -2.67 -2.30 1.15  -0.14
C11 -2.42 -2.87 2.48  -0.17
N6 -1.01 -3.19 2.72  -0.14
C12 -0.19 -1.99 2.82  -0.27
P1 -0.28 -1.06 1.22  0.98
C13 0.12 -2.44 0.04  -0.27
C14 -2.11 -0.97 1.00  -0.29
H8 0.51 -4.30 1.81  0.13
H9 -1.11 -5.03 1.75  0.14
H10 -2.75 -4.15 0.21  0.14
H11 -2.31 -2.80 -0.85  0.14
H12 -3.00 -3.79 2.57  0.14
H13 -2.77 -2.17 3.24  0.13
H14 0.85 -2.25 3.01  0.08
H15 -0.54 -1.36 3.64  0.11
H16 1.16 -2.73 0.16  0.09
H17 -0.03 -2.08 -0.98  0.07
H18 -2.34 -0.57 0.01  0.07
H19 -2.53 -0.29 1.75  0.10
C15 -1.35 4.59 -1.41  -0.21
Ge1 -2.62 3.18 -0.93  0.76
C16 -4.45 3.73 -1.30  -0.21
C17 -2.42 2.68 0.96  -0.21
C18 -2.25 1.56 -2.00  -0.58
Se1 -0.45 0.81 -1.86  0.85
C19 0.40 1.89 -3.22  -0.37
H20 -1.58 5.48 -0.83  0.03
H21 -1.43 4.84 -2.47  0.03
H22 -0.33 4.28 -1.19  -0.03
H23 -4.71 4.60 -0.69  0.03
H24 -5.15 2.93 -1.06  0.02
H25 -4.57 4.00 -2.35  0.02
H26 -2.32 3.58 1.58  0.03
H27 -1.52 2.08 1.10  -0.04
H28 -3.29 2.13 1.31  0.02
H29 -2.42 1.74 -3.07  0.03
H30 -2.94 0.76 -1.72  0.01
H31 0.36 2.94 -2.95  0.01
H32 -0.11 1.72 -4.17  0.03
H33 1.44 1.57 -3.29  0.02

Its orbital gap is 7.913 eV. Its highest occupied orbital energy is -10.883 eV. The calculation puts the energy above the lowest of the compared OMol25 structures with the same formula, charge and spin at 0.0 kcal per mole. Its net charge is +1. As for the LUMO energy: -2.97 eV.

=====

# 3
Molecular formula: C19H33N2O3
Method: DFT, ωB97M-V/def2-TZVPD

Each line ends with the Löwdin charge.
Cartesian coordinates (Å):
C1 -1.52 0.49 4.28  -0.05
C2 -0.20 0.51 3.59  -0.28
C3 0.67 1.59 3.74  -0.04
C4 1.91 1.58 3.13  -0.02
C5 2.32 0.52 2.34  -0.14
C6 3.68 0.53 1.68  -0.38
C7 4.79 0.59 2.72  -0.05
C8 3.80 1.69 0.69  -0.06
C9 1.45 -0.56 2.17  -0.20
O1 1.90 -1.60 1.38  -0.05
C10 0.98 -2.48 0.80  -0.14
C11 0.09 -1.76 -0.23  -0.34
O2 -0.89 -2.63 -0.76  -0.03
C12 0.98 -1.12 -1.32  -0.10
N1 0.35 -0.23 -2.26  -0.16
C13 -0.29 -0.76 -3.42  -0.14
C14 -1.79 -1.05 -3.21  -0.08
N2 -2.46 0.21 -2.80  -0.11
C15 -3.93 0.10 -2.74  -0.08
C16 -4.54 1.49 -2.94  -0.21
O3 -3.82 2.09 -4.00  -0.05
C17 -1.85 0.69 -1.54  -0.07
C18 -0.34 0.92 -1.75  -0.13
C19 0.20 -0.55 2.80  0.01
H1 -1.39 0.22 5.33  0.09
H2 -1.99 1.48 4.26  0.08
H3 -2.20 -0.23 3.83  0.07
H4 0.37 2.43 4.36  0.11
H5 2.56 2.42 3.27  0.12
H6 3.79 -0.41 1.13  0.13
H7 4.75 1.53 3.28  0.08
H8 4.70 -0.23 3.43  0.09
H9 5.76 0.53 2.24  0.08
H10 3.01 1.64 -0.07  0.07
H11 3.72 2.64 1.20  0.08
H12 4.76 1.65 0.18  0.08
H13 1.59 -3.24 0.31  0.15
H14 0.35 -2.98 1.55  0.13
H15 -0.46 -0.98 0.30  0.13
H16 -0.48 -3.48 -0.97  0.11
H17 1.46 -1.92 -1.89  0.14
H18 1.76 -0.56 -0.80  0.13
H19 0.20 -1.69 -3.73  0.14
H20 -0.18 -0.04 -4.24  0.13
H21 -2.24 -1.41 -4.14  0.14
H22 -1.92 -1.78 -2.42  0.12
H23 -2.29 0.93 -3.53  0.17
H24 -4.26 -0.54 -3.56  0.14
H25 -4.24 -0.34 -1.79  0.15
H26 -4.46 2.10 -2.03  0.12
H27 -5.60 1.39 -3.18  0.14
H28 -4.29 2.87 -4.32  0.12
H29 -2.33 1.63 -1.24  0.14
H30 -2.03 -0.07 -0.78  0.13
H31 0.11 1.23 -0.81  0.14
H32 -0.21 1.75 -2.47  0.14
H33 -0.46 -1.39 2.69  0.12

Its orbital gap is 8.261 eV. Its highest occupied orbital energy is -10.554 eV. The calculation puts the energy above the lowest of the compared OMol25 structures with the same formula, charge and spin at 60.0 kcal per mole. Its net charge is +1. As for the LUMO energy: -2.29 eV.

=====

# 4
Molecular formula: C19H34AlO11
Method: DFT, ωB97M-V/def2-TZVPD

Each line ends with the Löwdin charge.
Cartesian coordinates (Å):
O1 -5.98 -0.64 -2.30  -0.38
Al1 -4.08 -0.56 -2.33  0.21
C1 -3.18 -1.68 -0.83  -0.29
O2 -1.92 -2.34 -1.29  -0.27
C2 -1.09 -1.35 -1.99  -0.22
C3 -0.40 -0.13 -1.13  -0.01
C4 0.52 1.01 -1.89  -0.07
C5 0.65 0.87 -3.55  -0.10
C6 -0.02 -0.34 -4.44  -0.07
C7 -0.90 -1.46 -3.62  -0.03
H1 -6.27 -0.86 -3.24  0.02
H2 -3.66 -1.06 -3.80  -0.09
H3 -3.51 0.94 -2.22  -0.10
H4 -3.88 -2.56 -0.44  0.07
H5 -2.96 -0.95 0.06  0.05
H6 -0.58 -0.13 0.03  0.09
H7 1.03 1.87 -1.28  0.07
H8 1.28 1.68 -4.12  0.06
H9 0.05 -0.45 -5.60  0.07
H10 -1.47 -2.37 -4.15  0.10
C8 2.88 0.83 1.90  -0.07
C9 3.98 0.71 0.86  -0.21
O3 4.39 2.01 0.39  0.03
C10 5.19 2.71 1.24  -0.54
O4 5.58 2.34 2.33  0.09
O5 5.45 3.91 0.67  -0.01
C11 6.19 4.80 1.50  -0.06
H11 2.05 1.43 1.51  0.08
H12 2.51 -0.16 2.19  0.08
H13 3.24 1.34 2.80  0.07
H14 3.60 0.17 -0.01  0.12
H15 4.84 0.15 1.24  0.12
H16 7.12 4.33 1.86  0.09
H17 5.57 5.12 2.34  0.10
H18 6.46 5.68 0.91  0.09
C12 7.83 -4.37 2.52  -0.07
C13 9.15 -3.86 1.97  -0.22
O6 9.01 -2.54 1.43  0.02
C14 8.93 -1.54 2.34  -0.55
O7 8.99 -1.66 3.55  0.11
O8 8.76 -0.37 1.66  -0.01
C15 8.56 0.76 2.51  -0.05
H19 7.05 -4.31 1.76  0.08
H20 7.93 -5.41 2.85  0.08
H21 7.50 -3.77 3.37  0.07
H22 9.47 -4.50 1.14  0.12
H23 9.95 -3.88 2.72  0.12
H24 9.36 0.85 3.25  0.10
H25 7.59 0.68 3.01  0.09
H26 8.56 1.66 1.89  0.09
C16 -12.64 -0.60 0.23  -0.08
C17 -12.54 0.83 -0.29  -0.23
O9 -11.23 1.36 -0.09  0.01
C18 -10.28 0.93 -0.95  -0.55
O10 -10.45 0.14 -1.87  0.10
O11 -9.10 1.49 -0.60  -0.01
C19 -7.99 1.03 -1.36  -0.07
H27 -12.32 -0.65 1.27  0.08
H28 -13.67 -0.97 0.15  0.07
H29 -11.99 -1.27 -0.34  0.08
H30 -13.23 1.46 0.27  0.12
H31 -12.83 0.90 -1.35  0.12
H32 -8.17 1.14 -2.44  0.10
H33 -7.78 -0.01 -1.11  0.08
H34 -7.12 1.63 -1.10  0.10

Its orbital gap is 6.760 eV. Its highest occupied orbital energy is -4.762 eV. The calculation puts the energy above the lowest of the compared OMol25 structures with the same formula, charge and spin at 167.4 kcal per mole. Its net charge is -1. As for the LUMO energy: 2.00 eV.